ORCA calculation (wB97M-V/def2-TZVPD) on a structure of composition C26H26BrFeN8O6S in a non-equilibrium geometry.

```
69
Properties=species:S:1:pos:R:3:forces:R:3:lowdin_charge:R:1
Fe 0.590 2.021 -1.135 -0.20 -0.53 0.62 0.69
O 2.586 -2.953 -1.824 -0.03 -0.06 0.43 0.06
C 2.856 -2.330 -2.989 0.17 0.26 -0.46 -0.28
C 3.588 -3.037 -3.942 -0.02 -0.11 0.12 -0.03
C 3.944 -2.441 -5.141 -0.01 0.03 -0.04 -0.11
C 3.577 -1.131 -5.412 0.00 0.05 -0.04 -0.11
C 2.834 -0.428 -4.473 -0.05 -0.07 -0.05 -0.03
C 2.457 -1.017 -3.278 -0.20 -0.11 0.15 -0.10
C 1.702 -0.238 -2.228 -0.10 0.56 0.01 -0.47
O 1.420 1.059 -2.518 0.59 0.00 -1.36 -0.28
N 0.454 -0.970 -1.903 0.06 -0.32 0.10 0.03
N -0.399 -0.173 -1.179 -0.31 0.11 0.17 0.00
C -1.434 -0.731 -0.681 0.83 -0.58 -0.59 -0.20
C -2.481 0.009 -0.055 -0.91 1.21 0.44 -0.56
Br -2.367 1.933 -0.304 -0.29 -0.66 0.18 0.84
C -3.549 -0.450 0.623 0.52 0.59 -0.41 -0.11
C -3.712 -1.774 1.187 -0.22 -0.96 0.25 -0.22
C -5.004 -2.240 1.480 0.18 0.24 -0.22 -0.05
C -5.207 -3.471 2.072 -0.06 -0.18 0.10 -0.10
C -4.124 -4.272 2.414 0.07 0.12 -0.08 -0.09
C -2.839 -3.825 2.140 -0.04 -0.19 0.05 -0.07
C -2.632 -2.601 1.531 0.03 0.40 -0.08 -0.02
H 2.201 -2.353 -1.156 -0.05 -0.07 -0.23 0.08
H 3.890 -4.052 -3.714 0.00 0.01 0.02 0.11
H 4.529 -3.001 -5.861 -0.01 -0.01 0.01 0.09
H 3.873 -0.656 -6.339 0.00 -0.02 0.00 0.09
H 2.536 0.600 -4.635 -0.02 0.00 0.02 0.11
H 2.321 -0.258 -1.337 0.11 -0.25 0.51 0.11
H 0.000 -1.306 -2.745 -0.04 -0.07 0.02 0.14
H -1.575 -1.808 -0.778 -0.02 0.04 -0.05 0.13
H -4.358 0.250 0.795 0.06 0.03 0.19 0.10
H -5.853 -1.620 1.215 -0.01 0.01 0.05 0.11
H -6.215 -3.811 2.275 0.00 0.03 0.01 0.10
H -4.277 -5.227 2.899 -0.02 -0.01 -0.01 0.10
H -1.985 -4.431 2.416 0.01 0.02 -0.02 0.11
H -1.620 -2.252 1.361 0.02 -0.03 0.11 0.11
C -1.254 -0.312 6.377 0.03 0.02 -0.14 -0.06
C -0.355 -0.080 5.189 0.01 -0.06 0.08 -0.29
C 0.949 -0.565 5.179 -0.04 0.02 -0.07 -0.05
C 1.749 -0.420 4.054 -0.07 0.08 0.06 -0.05
C 1.242 0.217 2.933 0.24 -0.37 -0.04 -0.27
C -0.043 0.733 2.934 -0.06 0.08 0.02 -0.05
C -0.833 0.588 4.064 0.02 -0.02 -0.03 -0.04
S 2.133 0.019 1.389 -0.24 0.95 -0.42 0.55
O 1.524 -1.195 0.868 -0.05 0.06 -0.54 -0.34
O 3.539 -0.083 1.721 -0.02 -0.05 0.20 -0.33
N 1.793 1.301 0.510 0.42 -1.23 0.74 -0.27
C 2.424 2.494 1.077 -0.17 0.23 -0.09 -0.20
C 1.458 3.689 0.972 0.25 -0.32 0.31 -0.65
O 1.652 4.696 1.638 -0.05 0.00 -0.13 0.01
O 0.485 3.497 0.147 -0.39 0.80 -0.28 -0.20
H -0.695 -0.737 7.210 -0.03 0.02 0.04 0.07
H -2.051 -1.010 6.110 -0.03 0.01 0.06 0.08
H -1.722 0.618 6.703 -0.01 -0.01 0.05 0.07
H 1.329 -1.096 6.045 0.01 0.04 0.03 0.10
H 2.756 -0.814 4.013 -0.01 -0.02 0.04 0.11
H -0.417 1.234 2.047 0.02 0.00 0.01 0.09
H -1.847 0.971 4.061 0.01 0.04 0.01 0.11
H 3.330 2.766 0.519 0.04 -0.03 0.13 0.12
H 2.708 2.363 2.124 0.04 0.19 -0.02 0.11
N 0.100 5.709 -5.060 0.20 0.06 -0.44 0.12
N -0.402 4.701 -4.269 -0.09 -0.27 0.37 -0.29
N -1.540 4.098 -4.526 0.12 0.12 -0.15 0.12
C -1.556 3.181 -3.572 -0.13 -0.11 0.06 -0.21
N -0.470 3.241 -2.798 0.08 -0.06 0.23 -0.02
N 0.261 4.225 -3.249 -0.06 0.28 -0.30 0.11
H -0.576 6.458 -5.124 -0.06 0.04 0.17 0.09
H 0.961 6.024 -4.632 0.00 0.02 0.09 0.10
H -2.357 2.477 -3.434 0.02 -0.01 0.02 0.09
```
Forces are in eV/Å.

Results
<S²> ... 6.0119
Charge ... -1
Energy relative to the best compared isomer or geometry (same formula, charge and spin) ... 16.16 kcal per mole
Lowest unoccupied orbital energy (spin up / spin down) ... 0.064 / 0.064 hartree
Orbital gap (spin up / spin down) ... 6.7 / 6.5 eV
Highest occupied orbital energy (spin up / spin down) ... -5.0 / -4.8 eV
2S+1 ... 5

=====

ORCA calculation (wB97M-V/def2-TZVPD) on a structure of composition C8H21INO4P2Pm in a non-equilibrium geometry.

```
38
Properties=species:S:1:pos:R:3:forces:R:3:lowdin_charge:R:1
C 0.404 -0.036 -3.376 -0.83 -0.44 -1.29 -0.35
I -1.937 -0.463 -3.153 1.95 0.38 -0.51 0.86
H 1.077 0.009 -2.490 -0.30 -0.03 -0.82 -0.03
H 0.445 0.917 -3.921 -0.11 -0.42 0.27 0.03
H 0.725 -0.886 -4.004 -0.22 0.53 0.33 0.04
Pm -0.183 -0.115 -0.674 -0.78 0.67 1.61 1.13
P -0.055 2.837 -0.369 -0.09 0.87 -0.03 0.72
C -1.664 3.629 -0.672 -0.26 -0.10 -0.12 -0.27
C 0.580 3.703 1.103 -0.01 -0.35 0.43 -0.24
H 0.742 4.764 0.884 -0.05 -0.20 -0.11 0.07
H 1.020 4.674 -1.533 0.02 -0.24 -0.11 0.07
H 1.532 3.257 1.412 -0.15 0.13 -0.02 0.05
H 2.093 3.245 -1.382 -0.21 0.18 0.00 0.06
H -2.349 3.380 0.152 0.16 0.12 -0.21 0.05
H -0.127 3.638 1.930 0.05 -0.08 0.04 0.06
C 1.069 3.580 -1.595 0.15 -0.40 -0.38 -0.26
H -1.562 4.717 -0.730 -0.09 -0.15 -0.05 0.07
H 0.819 3.243 -2.608 0.02 0.26 0.05 0.04
H -2.099 3.241 -1.609 0.11 0.27 0.29 0.05
P 0.182 -2.888 -0.125 0.05 -1.85 0.34 0.69
C -1.490 -3.619 -0.263 -0.12 0.19 -0.01 -0.27
C 1.177 -3.985 -1.182 0.13 0.41 -0.48 -0.26
H 1.713 -3.130 1.707 -0.18 -0.22 0.14 0.06
H 0.705 -4.607 1.505 0.03 0.26 -0.07 0.07
H 0.019 -3.152 2.279 0.18 -0.03 -0.01 0.06
C 0.705 -3.511 1.505 0.05 0.57 0.24 -0.25
H 2.232 -3.699 -1.078 -0.19 -0.30 0.03 0.06
H 1.010 -5.031 -0.878 0.15 0.39 -0.21 0.07
H -1.424 -4.698 -0.062 -0.11 0.30 -0.13 0.07
H -1.911 -3.435 -1.258 0.02 -0.21 0.15 0.03
H 0.903 -3.830 -2.234 0.05 -0.29 0.17 0.05
H -2.148 -3.160 0.484 0.01 -0.15 -0.07 0.05
C -2.626 0.183 0.264 -4.67 -0.20 0.65 -0.05
O -3.757 0.160 0.466 4.04 0.20 -0.52 0.17
O -0.214 -0.040 1.677 1.96 0.43 -0.34 -0.20
N 1.071 0.268 1.704 0.43 0.23 0.86 -0.47
O 1.713 0.370 2.705 -1.19 -0.21 -1.69 0.22
O 1.607 0.485 0.499 -0.02 -0.53 1.60 -0.26
```
Forces are in eV/Å.

Results
<S²> ... 6.0079
Charge ... +2
Lowest unoccupied orbital energy (spin up / spin down) ... -0.314 / -0.315 hartree
Orbital gap (spin up / spin down) ... 7.2 / 7.1 eV
Highest occupied orbital energy (spin up / spin down) ... -15.7 / -15.7 eV
2S+1 ... 5

=====

Let's list electronic energy in order: -6131.80626 -2261.22837 Eh.